Entry 1:
{"formula": "C17H43B4NO10", "method": "the ωB97M-V functional and the def2-TZVPD basis", "homo_ha": -0.3317, "charge": 0, "orbital_gap_ev": 9.40, "species": ["C", "C", "B", "O", "B", "O", "B", "O", "B", "C", "C", "C", "N", "O", "H", "H", "H", "H", "H", "H", "H", "H", "H", "H", "H", "H", "H", "C", "O", "C", "C", "O", "C", "H", "H", "H", "H", "H", "H", "H", "H", "H", "H", "C", "O", "C", "C", "O", "C", "H", "H", "H", "H", "H", "H", "H", "H", "H", "H", "C", "O", "C", "C", "O", "C", "H", "H", "H", "H", "H", "H", "H", "H", "H", "H"], "xyz": [[2.50888, -3.06376, 1.88648], [2.18185, -3.38901, 0.42271], [1.78819, -2.15894, -0.47144], [1.48517, -2.39121, -1.80599], [1.61246, -0.57654, 0.13488], [2.61311, 0.20489, 0.72300], [2.18800, 0.72729, 1.92991], [0.89228, 1.21344, 2.07764], [0.02116, 0.30861, 1.47795], [-1.15638, -0.35869, 2.26830], [-1.99673, -1.27552, 1.41026], [-3.33660, -0.76831, 0.95596], [-1.60532, -2.43302, 1.05352], [0.31868, -0.03373, 0.16487], [2.93408, -3.93835, 2.37443], [3.23771, -2.26114, 1.96920], [1.61719, -2.79600, 2.45326], [3.01874, -3.91811, -0.03668], [1.33080, -4.07455, 0.38589], [0.60318, -2.05072, -1.97633], [2.87763, 0.69336, 2.89707], [-0.72251, -0.94871, 3.07895], [-1.72706, 0.43508, 2.74849], [-4.06508, -1.57358, 0.96861], [-3.69191, 0.02452, 1.60748], [-3.28166, -0.38407, -0.06062], [-0.68630, -2.63915, 1.44868], [-5.51581, 3.42262, -3.76797], [-5.10734, 4.34173, -2.77056], [-5.37069, 3.90187, -1.45008], [-4.14376, 3.31211, -0.78974], [-3.70053, 2.13219, -1.43927], [-2.61296, 2.34797, -2.32301], [-5.03380, 3.71447, -4.69941], [-5.22115, 2.40028, -3.52196], [-6.60156, 3.46224, -3.90634], [-6.18904, 3.17505, -1.44304], [-5.69140, 4.77537, -0.87428], [-4.39826, 3.04030, 0.23984], [-3.34040, 4.05443, -0.75315], [-1.67763, 2.45708, -1.76299], [-2.76682, 3.23210, -2.94452], [-2.53462, 1.47317, -2.96643], [3.28796, 6.52676, 5.51356], [4.06055, 6.51135, 4.32717], [4.91726, 5.38728, 4.22228], [4.33516, 4.30503, 3.33961], [3.14668, 3.75380, 3.88050], [1.96350, 4.28481, 3.30894], [2.48856, 7.25276, 5.37467], [2.84682, 5.54974, 5.72213], [3.89983, 6.83661, 6.36770], [5.14357, 4.98343, 5.21407], [5.85517, 5.73413, 3.77805], [5.06269, 3.49136, 3.25820], [4.15335, 4.69636, 2.33357], [1.78653, 3.83847, 2.32514], [2.00763, 5.37186, 3.21489], [1.13374, 4.02174, 3.96270], [-0.81860, -4.92071, -2.67572], [-0.26977, -4.67151, -3.95937], [1.13640, -4.86207, -4.03032], [1.48825, -6.22007, -4.59751], [1.06037, -7.28097, -3.75846], [-0.15411, -7.87686, -4.17400], [-1.89621, -5.02182, -2.79517], [-0.42333, -5.84092, -2.23996], [-0.61969, -4.08969, -1.99328], [1.59164, -4.72637, -3.04687], [1.53680, -4.08850, -4.69208], [2.57716, -6.29299, -4.67958], [1.06650, -6.33306, -5.60147], [0.01509, -8.54124, -5.02883], [-0.90164, -7.12772, -4.44300], [-0.53163, -8.46805, -3.34114]], "lowdin_charge": [-0.1016, -0.1475, -0.3063, 0.1170, -0.3699, 0.2502, -0.3502, 0.2480, -0.5509, 0.0057, -0.4235, -0.0264, 0.1552, 0.2751, 0.0736, 0.0756, 0.0704, 0.1129, 0.1104, 0.1035, 0.1285, 0.1332, 0.1182, 0.0811, 0.0722, 0.0802, 0.0435, -0.1094, -0.1895, -0.2077, -0.2067, -0.2033, -0.1031, 0.0894, 0.0832, 0.0886, 0.1268, 0.1258, 0.1233, 0.1271, 0.0867, 0.0848, 0.0906, -0.1114, -0.1899, -0.2069, -0.2055, -0.1955, -0.1029, 0.0888, 0.0831, 0.0883, 0.1265, 0.1255, 0.1263, 0.1283, 0.0822, 0.0865, 0.0949, -0.0995, -0.1867, -0.2056, -0.2052, -0.1904, -0.1146, 0.0915, 0.0868, 0.0703, 0.1140, 0.1274, 0.1247, 0.1253, 0.0876, 0.0828, 0.0886]}

---

Entry 2:
{"formula": "C20H50NO2P2Si4Zn", "method": "the ωB97M-V functional and the def2-TZVPD basis", "homo_ha": [-0.3729, -0.3723], "de_lowest_ev": 5.724, "charge": 1, "orbital_gap_ev": [5.15, 5.54], "species": ["Zn", "P", "C", "C", "N", "C", "C", "C", "C", "C", "P", "H", "H", "H", "H", "H", "H", "H", "H", "O", "H", "H", "O", "H", "C", "H", "H", "H", "C", "H", "H", "H", "C", "H", "H", "H", "C", "H", "H", "H", "C", "Si", "C", "C", "Si", "Si", "C", "C", "C", "Si", "C", "C", "C", "H", "H", "H", "H", "H", "H", "H", "H", "H", "H", "H", "H", "H", "H", "H", "H", "H", "H", "H", "H", "H", "H", "H", "H", "H", "H", "H"], "xyz": [[0.00000, 0.00000, 0.00000], [-2.25570, 0.42730, -0.39160], [-2.12000, 0.81720, -2.15210], [-0.84110, 1.34670, -2.64270], [0.24930, 1.06700, -1.88970], [1.47450, 1.46060, -2.31830], [1.64580, 2.18500, -3.50030], [0.51510, 2.49230, -4.26450], [-0.74680, 2.06560, -3.83580], [2.65010, 1.08800, -1.41930], [2.25140, -0.41710, -0.33440], [-1.62670, 2.28230, -4.42260], [2.62860, 2.50030, -3.81910], [0.61670, 3.04890, -5.18480], [3.54560, 0.89090, -2.00880], [2.86290, 1.93600, -0.76800], [-2.26830, -1.21540, -4.01680], [-3.02840, 1.08260, -2.67240], [-0.70740, -3.65830, -2.59510], [-2.04710, -2.16250, -4.33300], [-2.71860, -2.43230, -5.02660], [-0.27690, -1.41650, 0.46650], [-0.18590, -4.10360, -1.81780], [0.56340, -3.48550, -1.57690], [2.79170, -1.81910, -1.47100], [3.82730, -1.68150, -1.78200], [2.70980, -2.77670, -0.95560], [2.16460, -1.84600, -2.36280], [3.62280, -0.34940, 0.95150], [3.60780, -1.25200, 1.56250], [4.59710, -0.26940, 0.46950], [3.48070, 0.51400, 1.60230], [-3.02860, 1.89240, 0.38580], [-3.99870, 2.10470, -0.06180], [-3.17060, 1.72440, 1.45300], [-2.39290, 2.76900, 0.26420], [-3.41550, -0.97970, -0.23520], [-3.62460, -1.17950, 0.81540], [-4.35930, -0.76490, -0.73510], [-2.99220, -1.88620, -0.66690], [-0.78190, 2.75020, 2.55860], [-1.07310, 1.19490, 3.54640], [-1.05060, 1.79740, 5.30900], [-2.73270, 0.35010, 3.51080], [0.45040, -0.24060, 2.67600], [2.20180, 0.16260, 4.21370], [1.73630, 0.01260, 6.03570], [3.68580, -0.99510, 4.24790], [2.81390, 1.92680, 4.05940], [-0.11810, -2.42360, 3.08460], [-0.17900, -2.85690, 4.89420], [-1.78210, -2.93260, 2.39190], [1.15610, -3.51960, 2.27250], [-1.59690, 3.48150, 2.73500], [-0.67300, 2.49660, 1.49190], [0.18020, 3.20020, 2.86990], [-1.91050, 2.48300, 5.45600], [-1.16630, 0.94210, 6.00470], [-0.12740, 2.37800, 5.50070], [-2.91500, -0.09750, 2.52970], [-2.72810, -0.46310, 4.26450], [-3.53380, 1.07190, 3.77150], [1.36650, -0.98780, 6.29910], [2.64580, 0.20160, 6.64120], [1.00940, 0.75520, 6.36660], [4.39060, -0.86700, 3.41780], [4.28480, -0.75690, 5.14980], [3.34360, -2.04640, 4.33310], [3.21640, 2.13650, 3.05180], [1.98180, 2.62660, 4.26530], [3.61420, 2.09650, 4.80850], [-0.87420, -2.17620, 5.42490], [-0.53170, -3.90280, 5.00290], [0.83970, -2.80210, 5.31480], [-1.81190, -2.79730, 1.29640], [-1.94130, -4.00830, 2.61020], [-2.59940, -2.36360, 2.86840], [1.16790, -3.33150, 1.18010], [2.15790, -3.30580, 2.69260], [0.89750, -4.58190, 2.46030]], "lowdin_charge": [0.1628, 0.8225, -0.1412, -0.3325, 0.0238, -0.2861, 0.0092, -0.0106, 0.0034, -0.2572, 0.8596, 0.1213, 0.1238, 0.1194, 0.0912, 0.0972, 0.0488, 0.0832, 0.0693, -0.1128, 0.0735, -0.0954, -0.1241, 0.0065, -0.2181, 0.0502, 0.0383, 0.0436, -0.2484, 0.0250, 0.0574, 0.0050, -0.2377, 0.0557, 0.0147, 0.0441, -0.2229, 0.0297, 0.0551, 0.0496, -0.2446, 0.2633, -0.2150, -0.2305, 0.4598, 0.3225, -0.1982, -0.2205, -0.2225, 0.2498, -0.2114, -0.2206, -0.2155, 0.0549, -0.0194, 0.0350, 0.0543, 0.0439, 0.0306, -0.0188, 0.0468, 0.0571, 0.0202, 0.0529, 0.0006, 0.0095, 0.0461, 0.0327, 0.0198, 0.0170, 0.0501, 0.0388, 0.0503, 0.0198, -0.0011, 0.0505, 0.0159, 0.0086, 0.0191, 0.0516]}